Record 1
{
  "formula": "C2H2O3",
  "method": "ωB97M-V with the def2-TZVPD basis set",
  "gap_ev": 11.685,
  "lumo_ev": 0.5565,
  "charge": 0,
  "relative_energy_kcal_mol": 16.4,
  "symbols": ["C", "C", "O", "O", "O", "H", "H"],
  "coordinates": [[1.2182, 0.0270, -0.3035], [-1.1350, -0.0456, 0.3356], [0.1892, -0.3353, 0.5567], [-1.4757, 0.6950, -0.4915], [2.3948, -0.0737, -0.1380], [0.6379, 0.3924, -1.1071], [-1.8295, -0.6599, 1.1479]],
  "atomic_forces_ev_per_a": [[-0.5, 0.2, -0.1], [0.1, -2.3, 2.8], [1.1, -1.4, 2.5], [-1.4, 1.4, -1.6], [-1.5, -0.2, 0.5], [0.5, 0.9, -2.0], [1.8, 1.5, -2.0]],
  "lowdin_charge": [-0.27, -0.33, 0.03, 0.12, 0.14, 0.12, 0.20]
}


Record 2
{
  "formula": "C4H8O",
  "method": "ωB97M-V with the def2-TZVPD basis set",
  "gap_ev": 11.160,
  "lumo_ev": 1.0981,
  "charge": 0,
  "relative_energy_kcal_mol": 28.8,
  "symbols": ["O", "C", "C", "C", "C", "H", "H", "H", "H", "H", "H", "H", "H"],
  "coordinates": [[1.3021, -0.6975, 1.1681], [1.3117, 0.4055, 0.2830], [0.0034, 0.5544, -0.4936], [-1.2690, 0.3632, 0.2780], [-0.8141, -0.6942, -0.6921], [0.8561, -1.4267, 0.7130], [2.1584, 0.3342, -0.4198], [1.4626, 1.2951, 0.9068], [0.0414, 1.3058, -1.2866], [-1.1132, 0.1301, 1.3270], [-2.1623, 0.9514, 0.0765], [-0.4324, -1.6139, -0.2462], [-1.3446, -0.9074, -1.6139]],
  "atomic_forces_ev_per_a": [[0.0, -0.1, 0.0], [-0.1, 0.3, -0.2], [0.2, -0.1, 0.1], [-0.1, 0.0, 0.2], [0.0, -0.3, -0.1], [0.4, 0.2, 0.3], [-0.2, 0.0, 0.1], [0.0, -0.1, -0.1], [-0.1, -0.3, 0.2], [-0.2, 0.0, -0.1], [0.3, -0.1, -0.2], [-0.3, 0.1, -0.2], [0.0, 0.4, 0.1]],
  "lowdin_charge": [-0.08, -0.24, -0.27, -0.12, -0.12, 0.06, 0.12, 0.12, 0.14, 0.10, 0.10, 0.09, 0.10]
}


Number 1: E_tot -303.104192 Ha. Number 2: E_tot -232.399798 Ha.